Run i
C9H8OS2 | ωB97M-V/def2-TZVPD

Each line ends with the natural charge from an NBO analysis.
Positions of all 20 atoms, in Å:
C (-2.410, -0.781, 0.374)  -0.204
C (-1.715, -1.917, 0.015)  -0.188
C (-1.815, 0.469, 0.584)  -0.153
C (-0.331, -1.786, -0.045)  -0.174
C (-0.418, 0.639, 0.489)  -0.212
C (0.260, -0.519, -0.004)  -0.208
C (0.153, 1.913, 0.554)  0.245
C (-0.100, 3.089, 1.074)  -0.453
C (2.286, -1.242, -1.929)  -1.026
O (2.592, -1.308, 0.672)  -0.952
S (2.516, 1.339, -0.046)  -0.177
S (2.004, -0.549, -0.431)  1.627
H (-3.439, -0.599, 0.341)  0.222
H (-2.157, -2.942, -0.074)  0.239
H (-2.496, 1.335, 0.901)  0.220
H (0.358, -2.607, -0.237)  0.261
H (0.534, 3.932, 1.256)  0.255
H (-1.168, 3.369, 1.260)  0.238
H (3.348, -1.259, -2.098)  0.234
H (1.997, -0.575, -2.656)  0.205

## Properties
lowest unoccupied orbital energy (alpha / beta)	-1.3154 / -1.3148	eV
frontier orbital gap (alpha / beta)	6.75 / 6.75	eV
net charge	0
E_HOMO (alpha / beta)	-8.061 / -8.061	eV

Run ii
C9H8OS2 | ωB97M-V/def2-TZVPD

Each line ends with the natural charge from an NBO analysis.
Positions of all 20 atoms, in Å:
S (3.713, -0.391, -1.482)  -0.004
C (2.552, -0.026, -0.005)  -0.015
S (3.229, -0.259, 1.565)  0.040
C (1.880, 1.269, -0.214)  -0.312
C (0.592, 1.524, -0.500)  -0.132
C (-0.369, 0.437, -0.454)  -0.161
C (-1.744, 0.739, -0.377)  -0.168
C (-2.647, -0.183, 0.017)  -0.251
C (-2.259, -1.497, 0.200)  -0.177
C (-0.887, -1.811, 0.242)  -0.261
C (0.020, -0.868, -0.134)  0.321
O (1.306, -1.229, -0.249)  -0.546
H (4.134, -1.654, -1.030)  0.150
H (2.645, -1.491, 1.818)  0.178
H (2.710, 2.130, -0.324)  0.236
H (0.165, 2.535, -0.613)  0.231
H (-2.134, 1.766, -0.216)  0.210
H (-3.688, 0.201, 0.055)  0.216
H (-2.955, -2.258, 0.606)  0.217
H (-0.480, -2.821, 0.470)  0.228

## Properties
lowest unoccupied orbital energy	0.1805	eV
frontier orbital gap	8.40	eV
net charge	0
E_HOMO	-8.224	eV

Order from most stable to least stable according to the calculation: run ii, run i

Run i
C2H12N2O3 | ωB97M-V/def2-TZVPD

Each line ends with the natural charge from an NBO analysis.
Positions of all 19 atoms, in Å:
C (-1.879, -1.590, -1.172)  -0.444
N (-1.750, -0.328, -0.487)  -0.526
C (-1.612, -0.086, 0.736)  0.285
N (-1.010, -0.914, 1.668)  -0.848
H (-2.130, -1.346, -2.217)  0.213
H (-1.028, -2.272, -1.031)  0.172
H (-2.786, -2.065, -0.767)  0.199
H (-2.231, 0.738, 1.138)  0.166
H (-0.928, -1.877, 1.381)  0.384
H (-0.934, -0.768, 2.655)  0.399
O (3.432, 0.247, -2.650)  -0.923
H (2.670, 0.112, -3.255)  0.461
H (3.814, -0.643, -2.794)  0.463
O (-0.130, 3.953, 1.250)  -0.936
H (-0.405, 3.529, 0.436)  0.472
H (-0.345, 3.341, 1.941)  0.465
O (2.640, -0.317, 1.218)  -0.936
H (2.760, 0.636, 1.293)  0.467
H (1.852, -0.349, 0.658)  0.468

## Properties
lowest unoccupied orbital energy	0.4796	eV
frontier orbital gap	9.34	eV
net charge	0
E_HOMO	-8.864	eV

Run ii
C2H12N2O3 | ωB97M-V/def2-TZVPD

Each line ends with the natural charge from an NBO analysis.
Positions of all 19 atoms, in Å:
H (2.012, 0.563, 0.767)  0.336
N (1.225, 1.200, 1.049)  -0.753
C (0.014, 0.688, 0.995)  0.257
N (-0.855, 1.425, 1.710)  -0.599
C (-2.238, 1.702, 1.524)  -0.427
H (-0.313, 0.135, 0.157)  0.166
H (-0.369, 1.907, 2.493)  0.405
H (-2.457, 2.044, 0.484)  0.213
H (-2.945, 0.757, 1.560)  0.178
H (-2.576, 2.104, 2.426)  0.222
O (2.541, -4.260, -0.659)  -0.935
H (2.391, -4.125, 0.291)  0.469
H (3.447, -4.497, -0.585)  0.469
O (2.197, -1.546, -1.820)  -0.935
H (1.718, -1.521, -1.036)  0.452
H (2.302, -2.478, -1.921)  0.480
O (-2.449, 1.863, -2.398)  -0.927
H (-1.713, 1.444, -2.926)  0.467
H (-1.932, 2.597, -2.110)  0.461

## Properties
lowest unoccupied orbital energy	0.4202	eV
frontier orbital gap	8.96	eV
net charge	0
E_HOMO	-8.540	eV

Order from most stable to least stable according to the calculation: run i, run ii

Run i
C2H12N2O3 | ωB97M-V/def2-TZVPD

Each line ends with the natural charge from an NBO analysis.
Positions of all 19 atoms, in Å:
N (-0.077, 1.748, -2.310)  -0.895
C (-0.598, 0.546, -1.654)  -0.158
C (0.254, -0.291, -0.979)  -0.002
N (-0.060, -1.649, -0.610)  -0.822
H (-0.373, 1.823, -3.327)  0.376
H (-0.044, 2.686, -1.825)  0.395
H (-1.461, 0.105, -1.982)  0.174
H (1.199, 0.203, -0.527)  0.192
H (-1.017, -1.718, -0.435)  0.381
H (0.480, -2.025, 0.180)  0.372
O (4.763, -2.291, 2.817)  -0.947
H (5.324, -2.986, 3.251)  0.475
H (4.299, -2.679, 2.078)  0.471
O (-2.784, -0.368, 0.836)  -0.942
H (-3.370, -0.783, 1.428)  0.470
H (-2.810, 0.630, 1.076)  0.472
O (-1.099, 2.680, 0.551)  -0.949
H (-0.797, 1.767, 0.326)  0.485
H (-1.828, 2.602, 1.106)  0.453

## Properties
lowest unoccupied orbital energy	0.3637	eV
frontier orbital gap	8.08	eV
net charge	0
E_HOMO	-7.718	eV

Run ii
C2H12N2O3 | ωB97M-V/def2-TZVPD

Each line ends with the natural charge from an NBO analysis.
Positions of all 19 atoms, in Å:
N (-0.522, 2.388, 1.876)  -0.819
C (0.248, 1.662, 0.897)  -0.082
C (-0.348, 1.314, -0.264)  -0.104
N (0.381, 0.583, -1.260)  -0.901
H (-0.305, 2.075, 2.824)  0.359
H (-1.479, 2.250, 1.695)  0.361
H (1.199, 1.209, 1.314)  0.193
H (-1.383, 1.530, -0.538)  0.195
H (1.322, 0.302, -0.890)  0.406
H (0.463, 0.978, -2.216)  0.369
O (2.886, -0.348, -0.506)  -0.972
H (3.051, -1.053, -1.196)  0.500
H (3.600, -0.289, 0.188)  0.499
O (-0.248, -2.104, -0.670)  -0.951
H (-0.384, -1.329, -0.171)  0.488
H (-0.421, -1.837, -1.597)  0.486
O (-2.835, -2.047, 0.166)  -0.970
H (-1.982, -2.463, -0.172)  0.487
H (-3.242, -2.819, 0.521)  0.456

## Properties
lowest unoccupied orbital energy	0.4311	eV
frontier orbital gap	7.71	eV
net charge	0
E_HOMO	-7.279	eV

Order from most stable to least stable according to the calculation: run ii, run i